Record 1
DFT (ωB97M-V/def2-TZVPD) results for the molecule C29H27N3O3.

Geometry (Å):
C (1.29, 5.94, 5.34)
H (1.52, 5.72, 6.39)
H (2.20, 6.29, 4.85)
H (0.51, 6.69, 5.28)
O (0.78, 4.78, 4.69)
C (1.62, 3.73, 4.64)
O (2.73, 3.75, 5.11)
C (1.02, 2.56, 3.95)
C (1.79, 1.41, 3.83)
C (1.27, 0.29, 3.20)
C (-0.02, 0.32, 2.67)
C (-0.78, 1.48, 2.79)
C (-0.27, 2.60, 3.42)
H (-0.86, 3.49, 3.52)
H (-1.78, 1.49, 2.39)
C (-0.58, -0.86, 1.93)
N (-0.62, -0.60, 0.51)
C (-1.75, -0.20, -0.12)
O (-2.82, -0.09, 0.44)
C (-1.55, 0.07, -1.58)
C (-1.37, -0.95, -2.48)
C (-1.22, -0.63, -3.86)
N (-1.24, 0.59, -4.32)
C (-1.42, 1.61, -3.46)
C (-1.44, 2.93, -3.97)
C (-1.62, 3.99, -3.13)
C (-1.78, 3.79, -1.75)
C (-1.77, 2.53, -1.23)
C (-1.59, 1.41, -2.06)
H (-1.90, 2.37, -0.17)
H (-1.92, 4.64, -1.11)
H (-1.63, 5.00, -3.52)
H (-1.31, 3.05, -5.03)
C (-1.08, -1.78, -4.80)
C (-0.16, -2.88, -4.27)
N (-0.01, -2.83, -2.82)
C (-1.22, -2.40, -2.15)
H (-1.11, -2.55, -1.08)
H (-2.11, -2.97, -2.49)
C (0.57, -4.03, -2.26)
C (1.14, -3.74, -0.89)
C (1.88, -2.59, -0.69)
C (2.44, -2.32, 0.55)
C (2.25, -3.20, 1.60)
C (1.51, -4.35, 1.41)
C (0.95, -4.62, 0.17)
H (0.37, -5.52, 0.03)
H (1.36, -5.04, 2.23)
H (2.70, -3.00, 2.56)
H (3.02, -1.42, 0.69)
H (2.02, -1.91, -1.52)
H (-0.16, -4.86, -2.21)
H (1.39, -4.34, -2.91)
H (0.84, -2.77, -4.70)
H (-0.55, -3.86, -4.59)
H (-2.09, -2.19, -4.95)
H (-0.73, -1.41, -5.77)
H (0.25, -0.64, 0.00)
H (0.01, -1.76, 2.11)
H (-1.62, -1.03, 2.24)
H (1.87, -0.60, 3.11)
H (2.78, 1.40, 4.25)

Properties
**Maximum force**: 0.01421 Eh/bohr
**Structure (SMILES)**: COC(=O)c1ccc(CNC(=O)c2c3c(nc4ccccc24)CCN(Cc2ccccc2)C3)cc1
**HOMO-LUMO gap**: 9.008 eV
**Energy relative to the best compared isomer or geometry (same formula, charge and spin)**: 8.1 kJ/mol



Record 2
DFT (ωB97M-V/def2-TZVPD) results for a structure of composition CH3O4P.

Geometry (Å):
C (-1.80, 0.20, 0.26)
O (-2.72, -0.20, -0.32)
O (1.23, 0.59, 0.84)
O (1.02, -1.42, -0.46)
O (-0.50, 0.58, -1.01)
P (0.99, 0.14, -0.79)
H (-1.33, 0.62, 1.15)
H (1.41, 1.50, 0.96)
H (1.71, -2.01, -0.64)

Properties
**Maximum force**: 0.08591 Eh/bohr
**HOMO-LUMO gap**: 8.393 eV
**Energy relative to the best compared isomer or geometry (same formula, charge and spin)**: 189.1 kJ/mol



Record 3
DFT (ωB97M-V/def2-TZVPD) results for a structure of composition C13H17N2O3TeTi.

Geometry (Å):
Ti (0.03, -0.59, -1.80)
N (1.86, -0.87, -3.05)
C (1.83, 0.24, -4.06)
C (0.39, 0.56, -4.43)
O (0.08, 1.13, -5.44)
N (-0.50, 0.13, -3.45)
C (-1.93, 0.29, -3.68)
C (-2.62, -0.63, -2.69)
O (-3.75, -0.98, -2.72)
O (-1.73, -1.01, -1.70)
H (2.72, -0.82, -2.52)
H (1.87, -1.76, -3.54)
H (2.40, -0.01, -4.95)
H (2.27, 1.12, -3.61)
H (-2.21, 0.04, -4.71)
H (-2.26, 1.32, -3.50)
C (-0.27, -1.07, 5.33)
C (-0.09, -0.47, 3.96)
C (-0.23, 0.89, 3.74)
C (-0.08, 1.47, 2.49)
C (-0.25, 2.95, 2.33)
C (0.23, 0.63, 1.41)
Te (0.47, 1.57, -0.49)
C (0.38, -0.75, 1.60)
C (0.70, -1.70, 0.48)
C (0.23, -1.28, 2.87)
H (-0.35, -0.30, 6.09)
H (0.56, -1.73, 5.58)
H (-1.18, -1.67, 5.36)
H (-0.47, 1.53, 4.58)
H (-0.48, 3.42, 3.29)
H (-1.06, 3.19, 1.64)
H (0.66, 3.42, 1.94)
H (-0.22, -2.09, 0.00)
H (1.22, -2.59, 0.83)
H (1.42, -1.23, -0.22)
H (0.35, -2.35, 3.02)

Properties
**Maximum force**: 0.01039 Eh/bohr
**HOMO-LUMO gap (alpha / beta)**: 6.587 / 6.588 eV
**Total charge**: +1
**Energy relative to the best compared isomer or geometry (same formula, charge and spin)**: 0.0 kJ/mol



Record 4
DFT (ωB97M-V/def2-TZVPD) results for a cluster of 2 separate species, C12H21N2 in total.

Geometry (Å):
C (4.60, 0.96, -0.71)
C (4.70, 0.55, -1.85)
C (0.52, 0.35, 0.36)
C (2.29, -1.05, 1.15)
C (1.18, -0.25, 1.65)
C (-3.46, -0.29, -1.73)
C (-3.29, 1.65, 0.69)
C (-2.38, -0.54, 1.26)
C (4.33, -2.07, 0.01)
C (-0.74, 1.15, 0.53)
C (-2.09, 0.09, -1.10)
C (-2.24, 0.60, 0.30)
N (1.23, 0.28, -0.66)
N (3.25, -1.51, 0.71)
H (4.58, 0.93, 0.39)
H (0.49, -1.20, 1.98)
H (1.28, 0.42, 2.44)
H (4.85, 0.54, -2.89)
H (-3.26, -0.72, -2.69)
H (-3.98, -0.99, -1.27)
H (-3.93, 0.66, -1.91)
H (-4.24, 1.38, 0.15)
H (-3.05, 2.68, 0.66)
H (-3.49, 1.40, 1.68)
H (-1.85, -0.30, 2.27)
H (-3.39, -0.79, 1.40)
H (-1.89, -1.45, 0.90)
H (4.66, -1.32, -0.81)
H (4.21, -3.07, -0.47)
H (5.15, -2.27, 0.70)
H (-0.64, 2.10, -0.05)
H (-1.03, 1.51, 1.51)
H (-1.45, -0.75, -1.13)
H (-1.72, 0.82, -1.90)
H (0.79, 0.47, -1.55)

Properties
**Maximum force**: 0.10677 Eh/bohr
**HOMO-LUMO gap**: 9.869 eV
**Total charge**: +1
**Energy relative to the best compared isomer or geometry (same formula, charge and spin)**: 588.2 kJ/mol



Record 5
DFT (ωB97M-V/def2-TZVPD) results for a structure of composition C31H26HgN4O5.

Geometry (Å):
Hg (-0.16, -0.47, -1.20)
C (-3.44, 3.04, -1.07)
C (-4.11, 2.45, -2.10)
C (-4.09, 1.06, -2.30)
C (-3.26, 0.34, -1.47)
N (-2.48, 0.94, -0.57)
C (-2.59, 2.21, -0.34)
C (-3.16, -1.13, -1.53)
C (-4.32, -1.82, -1.71)
C (-4.30, -3.23, -1.87)
C (-3.03, -3.86, -1.85)
C (-1.90, -3.05, -1.54)
N (-1.95, -1.70, -1.46)
C (-0.60, -3.65, -1.43)
C (-0.43, -5.08, -1.54)
C (0.83, -5.53, -1.52)
C (1.96, -4.69, -1.34)
C (1.69, -3.35, -1.04)
N (0.45, -2.85, -1.11)
H (-3.57, 4.09, -0.81)
H (-4.68, 3.08, -2.88)
H (-4.55, 0.71, -3.15)
H (-1.79, 2.71, 0.42)
H (-5.21, -1.26, -1.85)
H (-5.20, -3.69, -2.13)
H (-2.97, -4.89, -2.17)
H (-1.31, -5.67, -1.66)
H (1.03, -6.56, -1.66)
H (2.92, -5.12, -1.52)
H (2.44, -2.69, -0.69)
O (1.52, 0.00, 0.97)
C (1.32, 1.30, 1.40)
C (0.91, 2.25, 0.26)
O (1.17, 3.48, 0.37)
O (0.22, 1.71, -0.67)
C (2.60, 1.79, 2.15)
C (3.72, 2.10, 1.39)
C (4.97, 2.27, 1.99)
C (5.06, 2.35, 3.37)
C (3.91, 2.16, 4.16)
C (2.70, 1.85, 3.57)
C (0.18, 1.21, 2.45)
C (-0.56, 2.35, 2.90)
C (-1.65, 2.22, 3.74)
C (-2.00, 1.04, 4.35)
C (-1.26, -0.10, 4.01)
C (-0.25, 0.02, 3.01)
H (2.04, 0.11, 0.12)
H (3.62, 2.17, 0.31)
H (5.87, 2.39, 1.45)
H (6.03, 2.70, 3.77)
H (3.93, 2.37, 5.22)
H (1.82, 1.61, 4.16)
H (-0.28, 3.31, 2.34)
H (-2.19, 3.09, 3.87)
H (-2.90, 1.00, 5.00)
H (-1.43, -1.10, 4.47)
H (0.26, -0.83, 2.58)
N (0.84, 0.80, -3.34)
C (2.23, 0.35, -3.54)
C (3.00, 0.26, -2.18)
O (4.08, 0.80, -1.98)
O (2.31, -0.33, -1.33)
H (0.45, 0.98, -4.29)
H (0.72, 1.67, -2.83)
H (2.78, 1.02, -4.22)
H (2.12, -0.69, -3.90)

Properties
**Multiplicity**: 2
**⟨S²⟩**: 0.77
**Maximum force**: 0.08149 Eh/bohr
**HOMO-LUMO gap (alpha / beta)**: 5.330 / 8.372 eV
**Total charge**: -1
**Energy relative to the best compared isomer or geometry (same formula, charge and spin)**: 151.2 kJ/mol



Record 6
DFT (ωB97M-V/def2-TZVPD) results for the ion C4H10N3 with charge +1.

Geometry (Å):
C (1.59, 0.78, -0.32)
C (0.33, 1.11, 0.41)
C (-0.47, -1.22, 0.95)
C (-1.85, 0.06, -0.64)
N (1.79, -0.67, -0.17)
N (0.30, -1.17, -0.24)
N (-0.55, -0.06, 0.15)
H (1.63, 1.04, -1.39)
H (2.52, 1.30, 0.09)
H (0.61, 1.25, 1.50)
H (-0.09, 1.95, 0.04)
H (-1.38, -1.90, 0.87)
H (0.00, -1.27, 1.92)
H (-2.24, -1.01, -0.39)
H (-2.54, 0.65, -0.13)
H (-1.82, 0.29, -1.68)
H (2.17, -1.13, -0.96)

Properties
**Maximum force**: 0.09053 Eh/bohr
**Structure (SMILES)**: C[N@+]12CCNN1C2
**HOMO-LUMO gap**: 11.444 eV
**Total charge**: +1
**Energy relative to the best compared isomer or geometry (same formula, charge and spin)**: 479.5 kJ/mol